Entry 1:
Density functional theory data (the ωB97M-V functional and the def2-TZVPD basis) for one molecule with the formula C3H8INOS2.

Positions of all 16 atoms, in Å:
1 S 2.09187 -0.84049 -0.20932
2 H -1.69966 1.39860 -1.89512
3 H -1.86819 -0.00185 1.52688
4 H 1.63305 1.50739 -0.57451
5 H -2.60792 1.43378 -0.41890
6 H -1.18833 -1.68137 0.92690
7 I 4.20484 0.42496 0.10964
8 C 1.19717 0.74171 0.07100
9 H -0.30892 -0.44414 1.94504
10 N 0.00871 -0.86596 -1.40857
11 C -1.08666 -0.59768 1.17111
12 S -0.56153 0.16681 -0.35616
13 C -1.95442 0.85210 -0.99423
14 H 1.06957 1.10336 1.04116
15 H -0.71462 -1.47520 -1.83673
16 O 1.78505 -1.72202 0.90182

Cartesian forces, eV/Å:
-0.2 0.4 -0.6
0.1 -0.3 -0.4
-1.9 0.2 0.3
-0.6 -0.2 -0.2
-0.8 0.5 1.4
-0.4 1.0 0.4
1.0 0.2 0.5
-1.2 -0.8 -1.6
-0.1 -0.5 -0.6
-0.5 0.1 0.2
2.2 -0.4 0.3
-0.5 -1.2 -2.5
1.8 -0.1 -0.3
0.6 0.3 1.8
0.4 0.7 0.6
0.1 -0.1 0.6

E   -1342.97595 hartree
Frontier orbital gap   0.30710 hartree
Energy above the lowest of the compared OMol25 structures with the same formula, charge and spin   80.0 kJ/mol

Here are the Mulliken charges for atoms 1 to 5, given in e:
1. S 0.500
2. H 0.294
3. H 0.442
4. H 0.634
5. H 0.351

Entry 2:
Density functional theory data (the ωB97M-V functional and the def2-TZVPD basis) for an isolated ion of composition C6H12N and charge +1.

Positions of all 19 atoms, in Å:
1 C 0.78162 -0.08798 -0.12689
2 C 0.37241 0.31204 -1.50298
3 C -1.81600 -1.03178 -0.30071
4 H -1.54390 -1.86393 -0.89639
5 C -0.72712 0.03805 -0.46970
6 C -0.87053 1.35317 0.40354
7 N 0.63614 1.38241 0.69848
8 H 2.55721 -1.38880 -0.22022
9 H 1.10233 -2.04309 0.62688
10 H 2.06730 -0.80768 1.35068
11 H 0.86391 1.43349 1.68227
12 H 0.42320 -0.42729 -2.20780
13 H -1.89904 -1.33810 0.81973
14 H -2.72933 -0.60521 -0.74045
15 H 0.62759 1.27534 -1.97512
16 H 1.06340 2.16301 0.16639
17 H -1.20264 2.30800 -0.01362
18 H -1.40524 0.87385 1.31977
19 C 1.70563 -1.15655 0.40482

Cartesian forces, eV/Å:
-0.6 1.8 0.5
-0.8 1.0 1.2
0.7 1.3 0.8
0.1 -1.1 -0.4
0.7 1.8 1.1
0.0 -3.2 1.1
-0.3 -0.8 -2.0
0.0 0.0 -0.3
0.3 0.0 -0.2
0.4 0.1 0.7
0.2 -0.1 0.2
0.5 -2.1 -1.6
-0.1 0.6 -2.1
0.0 -0.4 0.6
-0.4 -0.2 0.6
0.1 -0.6 0.7
-0.3 -0.4 0.3
0.7 2.0 -1.2
-1.1 0.4 0.0

E   -290.24076 hartree
Charge   +1
Frontier orbital gap   0.42516 hartree
SMILES   C[C@@]12C[NH2+][C@]1(C)C2
Energy above the lowest of the compared OMol25 structures with the same formula, charge and spin   213.1 kJ/mol

Here are the Mulliken charges for atoms 1 to 5, given in e:
1. C 0.684
2. C -1.068
3. C -1.416
4. H 0.384
5. C 0.927

Entry 3:
Density functional theory data (the ωB97M-V functional and the def2-TZVPD basis) for one molecule with the formula C4H5NO.

Positions of all 11 atoms, in Å:
1 C -0.11309 0.55110 -1.76582
2 H -1.16074 -0.78138 1.24087
3 N 0.60879 0.74275 -2.64832
4 H 1.29758 0.11784 1.77955
5 C -1.01522 0.28913 -0.65430
6 O -0.90021 1.15638 0.45649
7 H 1.59648 -0.03665 0.03748
8 C -0.47567 -0.18837 0.63212
9 C 0.99277 -0.40951 0.87018
10 H -2.03020 0.03405 -0.95185
11 H 1.19950 -1.47534 1.00359

Cartesian forces, eV/Å:
0.6 0.2 -0.7
0.1 0.1 -0.1
-0.7 -0.2 0.8
-0.1 -0.1 -0.1
-0.1 -0.1 -0.2
0.0 0.2 0.1
-0.1 0.0 0.1
0.1 -0.2 0.1
0.0 0.0 0.0
0.1 0.0 0.0
0.0 0.1 0.0

E   -285.35739 hartree
Frontier orbital gap   0.44133 hartree
SMILES   C[C@H]1O[C@H]1C#N
Energy above the lowest of the compared OMol25 structures with the same formula, charge and spin   150.2 kJ/mol

Here are the Mulliken charges for atoms 1 to 5, given in e:
1. C -0.007
2. H 0.413
3. N -0.377
4. H 0.267
5. C -0.005

Entry 4:
Density functional theory data (the ωB97M-V functional and the def2-TZVPD basis) for a 2-piece molecular cluster, C12H19F9O5PS2 overall.

Positions of all 48 atoms, in Å:
1 C -1.16593 3.73173 -3.45653
2 H -0.64548 -4.65703 -0.61234
3 H 1.58827 -1.94247 1.47933
4 H 0.71654 -6.06843 0.76683
5 O 1.56044 -2.32508 -1.71648
6 C 0.90889 1.40199 2.55516
7 O -1.91183 -1.18624 -2.06029
8 P -3.12628 -0.62780 -1.18860
9 H -0.11767 3.62848 -3.69791
10 F 2.55182 1.15000 4.12273
11 H 0.75570 -4.86094 -1.69385
12 H -4.92338 0.01589 -2.26189
13 H -3.63827 1.77173 -3.35509
14 S -2.85377 1.53973 -1.08842
15 C 1.33112 -4.12274 1.54899
16 H -3.39230 3.36451 -2.61326
17 O -4.44710 -0.81741 -2.12547
18 H -0.99623 2.90010 -0.71190
19 F 3.56807 3.07371 1.52665
20 F 1.01428 2.76004 0.58878
21 C 0.42741 -4.50596 -0.72020
22 C 2.24013 1.93673 3.11806
23 H 2.79966 -2.86751 0.55322
24 C -0.97919 1.53104 0.91995
25 F 2.10586 3.14085 3.60360
26 H -1.64847 -2.06232 -1.73201
27 H 2.04883 -4.43010 2.30735
28 S 0.74990 -2.74330 -0.60373
29 F 0.07911 1.34222 3.58999
30 O -0.49308 -2.06201 -0.28312
31 H -0.90118 0.45728 1.05871
32 C 0.19268 2.28409 1.51809
33 O -1.70660 2.41873 -3.33075
34 F -0.30036 3.33387 2.17899
35 F 4.53088 1.78966 2.85429
36 H -1.88511 1.84613 1.42048
37 F 0.98512 0.18145 2.08723
38 C 1.75819 -2.82454 0.87047
39 C 3.45013 1.94496 2.13512
40 H -0.43500 1.33569 -1.20781
41 H -1.25261 4.32386 -2.54583
42 C 1.20936 -5.15976 0.42589
43 C -2.95381 2.38519 -2.77855
44 H 0.36260 -3.98830 2.03621
45 F 3.40716 0.96886 1.27014
46 H -1.62574 4.29601 -4.26415
47 H 2.20581 -5.43844 0.07864
48 C -1.14858 1.83586 -0.56674

Cartesian forces, eV/Å:
0.4 0.4 -0.2
0.0 0.1 0.0
0.0 0.1 -0.1
0.0 0.0 0.0
-0.4 0.3 -0.1
-0.4 1.7 0.1
-1.4 1.0 -1.2
0.3 -2.4 1.2
0.2 -0.2 0.0
0.3 -1.4 1.1
-0.1 0.2 -0.1
-0.4 -0.4 -0.2
-0.1 -0.2 -0.1
-0.4 1.1 -0.6
-0.1 -0.1 -0.1
-0.1 0.1 0.2
0.6 1.3 -0.1
-0.2 0.2 -0.2
-0.3 1.9 -1.3
1.0 0.1 -0.8
-0.1 -0.3 0.1
0.5 -0.8 -1.3
0.0 0.1 -0.1
-0.7 -0.7 -0.8
-0.6 1.7 0.3
0.4 0.3 0.4
0.0 0.0 0.0
1.2 -0.7 0.3
-0.8 0.0 1.1
0.2 -0.2 0.3
0.1 -0.1 0.0
-1.0 -0.6 0.5
-0.1 0.2 -0.2
-0.2 1.1 0.4
1.3 -0.3 1.0
0.0 0.1 0.4
1.1 -1.7 -0.7
0.0 -0.1 0.3
0.0 -0.3 1.3
-0.1 -0.4 -0.2
-0.1 -0.1 0.2
0.1 0.0 0.1
0.5 -0.2 0.2
0.0 0.0 0.0
-0.5 -1.2 -1.2
-0.3 -0.1 -0.1
0.0 0.0 0.0
0.4 0.3 0.2

E   -2881.13088 hartree
Charge   +1
Frontier orbital gap   0.35317 hartree

Here are the Mulliken charges for atoms 1 to 5, given in e:
1. C -0.806
2. H 0.324
3. H -0.152
4. H 0.338
5. O -0.737

Entry 5:
Density functional theory data (the ωB97M-V functional and the def2-TZVPD basis) for one molecule with the formula C5H15N2P.

Positions of all 23 atoms, in Å:
1 H 0.53953 -1.99112 2.49432
2 P 1.39357 -1.28192 1.61928
3 H -0.61983 1.60945 2.59985
4 H -1.00724 0.16113 1.97711
5 C 1.02997 0.42969 2.19527
6 H 1.67118 0.62016 3.05267
7 H 0.55213 -2.46548 -0.25880
8 H -1.16511 -0.78558 -2.52117
9 H 0.95759 -1.09142 -2.02358
10 H 0.66674 1.50538 -0.48387
11 H 2.04652 -0.36401 -0.88070
12 H -1.55771 1.73700 -1.70549
13 N -1.82584 -0.34286 -1.89358
14 H 1.30353 1.12608 1.40424
15 C 0.31044 0.82946 -1.25789
16 C 0.98818 -0.53778 -1.08613
17 C -1.21978 0.81857 -1.22286
18 C 0.43317 -1.42485 0.03842
19 N -0.37352 0.62501 2.61800
20 H -0.63140 -1.28240 0.20093
21 H -1.54619 0.87511 -0.18398
22 H 0.64532 1.24990 -2.20706
23 H -2.59126 -0.01953 -2.47498

Cartesian forces, eV/Å:
-0.2 0.1 0.0
0.7 0.0 -0.2
0.0 0.0 0.1
0.0 0.0 0.0
-1.0 -0.1 0.3
0.1 0.0 0.0
0.0 -0.1 0.1
0.0 0.0 0.0
-0.1 0.0 -0.1
0.0 0.2 0.0
0.1 0.0 -0.2
0.0 0.2 0.1
0.0 0.2 -0.1
0.4 0.0 -0.1
0.0 -0.3 -0.1
-0.1 0.1 0.4
0.2 0.1 -0.3
0.0 0.0 0.3
0.1 0.0 -0.1
-0.2 0.1 -0.2
-0.2 -0.2 0.1
0.0 0.0 -0.1
0.0 -0.2 0.1

E   -650.33708 hartree
Frontier orbital gap   0.35386 hartree
SMILES   NCCCCPCN
Energy above the lowest of the compared OMol25 structures with the same formula, charge and spin   0.0 kJ/mol

Here are the Mulliken charges for atoms 1 to 5, given in e:
1. H 0.040
2. P -0.053
3. H 0.243
4. H 0.262
5. C -0.410

Entry 6:
Density functional theory data (the ωB97M-V functional and the def2-TZVPD basis) for one molecule with the formula C6H10O.

Positions of all 17 atoms, in Å:
1 H 1.21707 2.11392 0.32677
2 C -0.38323 -1.02307 -0.87799
3 H 0.37714 -0.83027 1.15476
4 C 0.16696 0.41604 -1.11778
5 H -2.06593 -1.65997 1.66257
6 H -2.57232 -0.15642 0.82232
7 H 2.37670 -0.03131 -1.50124
8 C -1.77766 -0.64024 1.39728
9 H -1.63302 -0.05229 2.31327
10 H -0.29172 0.95958 -1.95206
11 H 3.01880 1.62106 0.40639
12 C -0.51565 -0.53386 0.57504
13 C 1.68112 0.64831 -0.99116
14 H 0.22843 -1.90298 -1.10814
15 O -0.45564 0.82073 0.11509
16 C 2.05177 1.55308 -0.08640
17 H -1.38086 -1.13859 -1.31760

Cartesian forces, eV/Å:
0.5 0.1 0.3
0.0 0.0 0.0
-0.2 0.3 -0.1
0.1 0.0 -0.3
0.1 0.1 0.0
-0.1 -0.2 0.1
-0.3 0.3 0.2
0.0 -0.1 -0.1
-0.1 -0.2 -0.1
0.2 -0.1 0.0
0.1 0.3 -0.7
-0.2 -0.3 0.2
-0.1 -0.5 0.3
0.0 0.3 0.1
0.1 0.5 0.0
-0.3 -0.5 0.1
0.3 0.1 -0.1

E   -309.78057 hartree
Frontier orbital gap   0.39462 hartree
SMILES   C=C[C@H]1C[C@H](C)O1
Energy above the lowest of the compared OMol25 structures with the same formula, charge and spin   162.3 kJ/mol

Here are the Mulliken charges for atoms 1 to 5, given in e:
1. H 0.226
2. C -0.625
3. H 0.287
4. C 0.183
5. H 0.365

Entry 7:
Density functional theory data (the ωB97M-V functional and the def2-TZVPD basis) for C30H39CsN9OSSe3 as an isolated structure.

Positions of all 84 atoms, in Å:
1 H -4.78201 -2.78315 -0.89344
2 H -0.96514 -3.50875 4.30818
3 C 3.78401 -0.12339 -0.17349
4 H -3.31237 -2.64663 3.87482
5 C -1.67273 1.16522 -4.36209
6 Se 7.67887 2.62539 -1.39485
7 O -2.74189 0.51693 -2.37295
8 H 0.29883 1.41164 4.88729
9 H 1.89287 -3.54274 -2.47927
10 H 0.36855 -2.60564 -2.59446
11 C -3.00062 -2.53814 2.82108
12 N -4.62868 3.94523 2.58131
13 C 3.83359 1.84272 -1.73278
14 H 1.85202 0.82823 1.54585
15 N 0.20901 0.92195 2.81717
16 H -1.63762 0.11827 -4.64280
17 C 0.16261 -0.52213 3.00989
18 H -3.57455 -1.72096 2.38123
19 C -1.14079 2.13501 -5.17996
20 H -4.49771 -1.66351 -2.24266
21 H 0.09549 1.39839 -2.18874
22 C 1.25111 -2.81105 -1.99381
23 C 1.54536 1.34319 2.45539
24 H -0.80094 4.25832 -5.46474
25 H -4.97909 4.79607 2.16510
26 H -1.33184 1.44462 4.14747
27 H -1.03475 -4.28594 2.70823
28 H 0.50544 -0.99988 2.08494
29 H 0.86932 -0.82236 3.80877
30 H -3.25158 -3.46279 2.29744
31 H -3.11805 4.49038 -1.54680
32 Se 0.69720 -3.43407 -0.23814
33 H 1.55393 2.41831 2.26768
34 N 3.04182 -1.09091 0.37672
35 H -1.87139 4.85168 -3.32373
36 H -0.68012 1.84469 -6.11956
37 C -0.78998 -3.35613 3.22683
38 N 6.02256 2.87145 -2.02769
39 N -1.58033 -2.26967 2.69314
40 H -4.47653 -3.42579 -2.53738
41 H 6.80229 -0.78871 1.21655
42 C -0.64753 -4.74527 -0.81782
43 C 5.74762 -0.88385 0.99572
44 H 0.27285 -3.15987 3.07812
45 C 1.16340 1.53036 -2.06648
46 H -1.96189 -0.25332 2.96150
47 H 1.22576 3.17230 -3.44047
48 Cs -1.62885 0.43068 0.10291
49 C -2.95133 3.40770 -1.52381
50 C -2.08773 -4.28535 -0.65772
51 H -0.42297 -4.96708 -1.86098
52 H -2.35350 -4.21433 0.39716
53 N -3.82097 3.61288 0.50493
54 C 1.80569 2.54256 -2.77861
55 N 1.78460 0.69969 -1.24327
56 C -1.19582 3.48476 -4.81801
57 C 5.15154 0.00843 0.10432
58 C 5.26231 1.96608 -1.47895
59 C 3.15829 2.70294 -2.60021
60 C -1.80174 3.80712 -3.61479
61 C 3.62168 -1.92411 1.22233
62 C -4.14013 3.04501 1.63066
63 N -3.26930 2.77796 -0.45883
64 H -2.75617 -5.00429 -1.13685
65 H -0.47251 -5.65267 -0.23801
66 N 7.19159 1.24390 -0.36453
67 H 1.78878 -1.88160 -1.81943
68 H -0.18911 2.72236 3.78425
69 C -2.33472 2.85467 -2.73685
70 C 3.10510 0.83693 -1.07972
71 C 4.97053 -1.86486 1.56733
72 C 5.91479 1.06145 -0.55129
73 H 5.38772 -2.58006 2.26287
74 C -4.24174 -2.63650 -1.82633
75 H 3.71335 3.47778 -3.11272
76 H 2.28719 1.12561 3.24685
77 C -1.25505 -1.00075 3.32755
78 C -0.27663 1.65244 3.97428
79 H -5.22543 3.51331 3.26617
80 H 2.98515 -2.70417 1.62787
81 C -2.29553 1.45854 -3.10504
82 H -1.40192 -1.05772 4.42189
83 Se -2.33606 -2.54180 -1.49662
84 S -4.06752 1.39675 2.18488

Cartesian forces, eV/Å:
0.0 0.0 0.0
0.0 0.0 0.0
0.1 0.1 0.1
0.0 0.0 0.0
0.0 0.1 0.0
-0.1 0.0 0.1
-0.1 0.0 -0.3
0.0 0.0 0.0
0.0 0.0 0.0
0.0 0.0 0.0
0.0 0.0 0.0
0.1 0.1 -0.1
-0.1 -0.2 0.1
0.0 0.0 0.0
0.0 0.0 0.1
0.0 0.0 0.0
0.0 0.1 0.0
0.0 0.0 0.0
0.0 0.0 0.0
0.0 0.0 0.0
0.0 0.0 -0.1
0.0 0.1 0.0
0.0 0.0 0.0
0.0 0.0 0.0
0.0 0.0 0.0
0.0 0.0 0.0
0.0 0.0 0.0
0.0 0.0 0.0
0.0 0.0 0.0
0.0 0.0 0.0
0.0 0.0 0.0
-0.1 0.0 0.0
0.0 0.0 0.0
0.0 0.0 0.0
0.0 0.0 0.0
0.0 0.0 0.0
0.0 0.0 0.0
0.1 0.0 0.0
0.0 0.1 0.0
0.0 0.0 0.0
0.0 0.0 0.0
0.1 -0.1 0.0
-0.1 0.0 0.0
0.0 0.0 0.0
0.0 -0.1 0.0
0.0 0.0 0.0
0.0 0.0 0.0
0.4 -0.1 0.4
0.1 -0.1 0.0
0.0 0.0 0.0
0.0 0.0 0.0
0.0 0.0 0.0
0.1 -0.2 0.0
0.0 0.1 0.0
0.0 0.0 0.0
0.0 0.0 0.0
-0.1 -0.1 0.0
0.1 0.0 0.1
0.0 0.0 0.0
0.0 -0.1 0.0
0.0 -0.1 -0.1
-0.1 0.0 0.1
-0.2 0.2 0.1
0.0 0.0 0.0
0.0 0.0 0.0
0.0 0.1 -0.1
0.0 0.0 0.0
0.0 0.0 0.0
0.0 0.1 -0.1
0.0 0.1 -0.1
0.1 0.0 0.0
0.1 0.1 -0.1
0.0 0.0 0.0
0.0 0.0 0.0
0.0 0.0 0.0
0.0 0.0 0.0
0.1 0.0 0.0
0.0 0.0 0.0
0.0 0.0 0.0
0.0 0.0 0.0
0.0 -0.1 0.1
0.0 0.0 0.0
0.0 -0.1 -0.3
0.0 0.0 0.0

E   -9357.29760 hartree
Charge   -1
Frontier orbital gap   0.16610 hartree
Energy above the lowest of the compared OMol25 structures with the same formula, charge and spin   66.5 kJ/mol

Here are the Mulliken charges for atoms 1 to 5, given in e:
1. H 0.315
2. H 0.322
3. C -0.196
4. H 0.312
5. C -0.449

Entry 8:
Density functional theory data (the ωB97M-V functional and the def2-TZVPD basis) for one molecule with the formula C6H8INO2.

Positions of all 18 atoms, in Å:
1 C -1.93493 -0.68192 0.07240
2 C -0.67516 -0.62818 0.84135
3 H 0.40175 0.96929 2.03716
4 O 2.45831 0.52339 0.90424
5 C -0.44788 0.36060 -1.53087
6 H -2.47312 -0.01186 -1.82090
7 H -1.07476 1.43185 1.07571
8 C 0.34208 0.23960 -0.19382
9 C -0.23722 0.78685 1.18359
10 C 1.83002 -0.05608 -0.28990
11 I 0.18578 -2.32682 1.82672
12 H 2.30592 0.43050 -1.08474
13 N -1.72254 -0.23084 -1.24827
14 H 2.32472 -0.03878 1.65905
15 H -0.63486 1.47272 -1.72491
16 H 2.09737 -1.12076 -0.10918
17 O -2.99828 -0.85597 0.57335
18 H 0.25279 -0.26359 -2.17097

Cartesian forces, eV/Å:
0.4 1.3 -1.2
3.8 0.9 -1.6
0.1 0.0 -0.3
0.5 0.9 -1.1
1.3 0.7 1.8
-1.7 0.3 -0.9
-0.4 0.9 0.1
-1.8 -1.0 2.4
-0.1 -1.5 -2.1
-0.4 -0.6 4.5
-0.7 0.7 -0.3
0.5 0.3 -1.4
1.3 -1.3 2.0
-0.1 -0.6 0.3
0.8 -1.5 -0.6
-0.5 0.3 -1.4
-1.7 -0.9 0.2
-1.3 1.2 -0.4

E   -736.28961 hartree
Frontier orbital gap   0.34280 hartree
SMILES   O=C1NC[C@@]2(CO)C[C@@]12I
Energy above the lowest of the compared OMol25 structures with the same formula, charge and spin   31.4 kJ/mol

Here are the Mulliken charges for atoms 1 to 5, given in e:
1. C 0.166
2. C 0.242
3. H 0.302
4. O -0.587
5. C -0.640

What is the formula in the eighth record?
C6H8INO2